# 1
Formula: C21H25NO5S
Source: OMol25
Level of theory: ωB97M-V with the def2-TZVPD basis set

```
53
Properties=species:S:1:pos:R:3:forces:R:3:mulliken_charge:R:1
C 3.4804 3.5063 1.6492 -0.0788 -0.0649 0.1204 -1.390
H 4.4413 3.5099 1.1393 0.1237 0.0287 -0.0546 0.340
C 2.9744 2.0795 1.8282 0.1162 0.2948 0.0947 -0.342
C 2.7330 1.3966 0.4943 -0.9733 0.0693 0.0948 -0.854
H 2.6595 0.3142 0.5583 0.0557 -0.1466 -0.0651 0.294
H 3.4882 1.6673 -0.2400 -0.0783 0.0248 -0.2250 0.629
S 1.1449 1.9146 -0.2236 0.0798 -0.0585 -0.2488 1.458
O 1.0041 1.2927 -1.5213 0.1536 -0.1416 0.0636 -0.590
O 1.0300 3.3506 -0.2106 0.0123 0.0999 0.2928 -0.725
C -0.1644 1.2644 0.8276 0.5910 0.1072 -0.1262 0.476
C 0.0291 0.3068 1.8033 -0.0067 -0.0796 0.1689 0.405
C -1.0677 -0.1876 2.4878 -0.0264 0.2078 0.0433 -0.987
C -2.3503 0.2475 2.1762 0.1224 0.1314 0.1394 0.912
C -2.5249 1.2385 1.2179 0.1578 -0.0682 0.1465 -0.920
C -1.4288 1.7481 0.5476 -0.0257 0.1710 -0.0997 -1.356
H -1.5340 2.5091 -0.2093 -0.1365 0.1187 -0.0962 0.475
H -3.5170 1.5919 0.9806 -0.1051 0.0062 -0.0750 0.353
C -3.5362 -0.4001 2.8420 -0.1088 0.4774 0.0092 -0.930
H -4.4607 -0.1254 2.3223 0.1175 -0.0089 0.0822 0.379
H -3.6161 -0.0749 3.8851 -0.0363 -0.0332 -0.1972 0.423
O -3.4263 -1.8145 2.9350 -0.0788 -0.2478 0.2856 -0.389
C -3.0916 -2.5752 1.8732 0.0822 -0.3980 -0.1342 0.199
O -2.9379 -3.7547 2.0335 0.0380 0.2205 -0.0334 -0.568
C -2.9255 -1.9073 0.5437 -0.1538 -0.0818 -0.4579 0.011
C -1.6691 -1.9047 -0.0483 -0.0286 -0.0660 0.0277 0.276
C -1.4871 -1.3042 -1.2894 -0.4059 -0.0699 0.3323 0.550
C -2.5857 -0.7402 -1.9395 0.1003 0.0040 0.0529 -0.978
C -3.8393 -0.7836 -1.3634 -0.0311 -0.0444 0.0013 -1.009
C -4.0198 -1.3656 -0.1200 0.0311 -0.1093 0.1393 -0.389
H -5.0053 -1.4168 0.3190 -0.0949 0.0301 0.0631 0.556
H -4.6846 -0.3625 -1.8869 -0.0601 0.0290 -0.0600 0.417
H -2.4498 -0.2764 -2.9058 0.0220 0.0695 -0.1133 0.435
N -0.2635 -1.3187 -1.9512 -0.0316 0.0581 -0.4671 0.297
C 0.9903 -1.4253 -1.4248 0.1714 -0.2905 -0.3824 -0.257
O 1.2201 -1.4675 -0.2337 -0.0168 -0.1536 0.2555 -0.635
C 2.0767 -1.6205 -2.4836 0.2827 0.0964 0.1227 0.961
C 1.8833 -0.7613 -3.7343 -0.0341 -0.0986 0.0937 -1.532
H 1.6566 0.2612 -3.4410 0.0184 0.0719 -0.1055 0.302
H 2.8027 -0.7598 -4.3159 0.0192 -0.0174 -0.0876 0.437
H 1.0940 -1.1424 -4.3805 -0.0761 0.0129 -0.1159 0.397
C 3.4535 -1.3672 -1.8749 -0.2521 -0.1855 0.0499 -1.528
H 3.5979 -0.2993 -1.7373 0.0879 0.1421 0.0326 0.194
H 4.2340 -1.7456 -2.5308 0.0530 0.0196 -0.0817 0.485
H 3.5355 -1.8611 -0.9103 0.0798 0.0089 0.0540 0.370
H 2.0104 -2.6825 -2.7594 -0.0366 0.0969 0.0424 0.337
H -0.3078 -1.0299 -2.9172 0.0719 -0.1019 0.1229 0.166
H -0.8333 -2.3574 0.4583 0.0548 -0.0203 0.0294 0.634
H -0.9341 -0.9495 3.2415 0.0457 -0.1087 0.0549 0.434
H 1.0087 -0.0836 2.0178 0.1234 -0.0545 0.0219 0.357
H 2.0394 2.1007 2.3923 0.0764 -0.0792 0.1426 0.254
H 3.7016 1.5006 2.4042 -0.1267 -0.0696 -0.0253 0.446
H 2.7686 4.0764 1.0592 0.0646 0.1218 0.0096 0.312
H 3.6028 3.9887 2.6157 0.0504 0.0796 0.0624 0.414
```
Positions in Å, forces in eV/Å.

Total energy   -44746.114 eV
Frontier orbital gap   9.22 eV
ΔE to the lowest compared entry with this formula, charge and spin   0.414 eV
SMILES string   CCCS(=O)(=O)c1ccc(COC(=O)c2cccc(NC(=O)C(C)C)c2)cc1

=====

# 2
Formula: C4H10N3
Source: OMol25
Level of theory: ωB97M-V with the def2-TZVPD basis set

```
17
Properties=species:S:1:pos:R:3:forces:R:3:mulliken_charge:R:1
C 2.7869 0.5049 -0.1321 0.3118 0.6863 2.0923 -0.337
C -1.2018 -1.7589 -0.1141 1.7127 -3.8466 -0.5476 -0.032
C 0.7089 -0.5371 0.5671 3.2384 0.9199 0.1883 -0.778
C -1.3154 0.6021 -0.7314 3.0489 0.8036 0.0114 -0.572
N 1.5769 0.2185 -0.2611 -0.9889 1.2222 -2.2003 -0.313
N -1.5578 1.4633 0.2869 2.3492 2.0659 0.4342 -0.386
N -0.5216 -0.6966 -0.0855 -3.1484 -0.2189 -1.2785 0.251
H 3.1294 1.4123 -0.7067 0.2812 -1.5274 0.3047 0.284
H 3.3556 0.1010 0.7770 -0.0963 0.5182 -1.4208 0.252
H -2.0920 -1.8113 -0.7550 0.0944 0.1704 0.6966 0.228
H -0.7457 -2.8444 0.2217 -1.2137 3.0370 -0.3416 0.246
H 1.1893 -1.4503 0.8066 -0.1403 -1.4406 0.5351 0.501
H 0.6910 0.0954 1.4291 -1.0488 0.0018 1.0264 0.421
H -2.2143 0.2438 -1.1477 -0.7743 -0.8654 -0.5492 0.443
H -0.5913 0.9872 -1.5007 -0.7224 -0.5978 0.8102 0.322
H -2.4461 1.3712 0.7134 -0.3254 0.5189 0.9211 0.207
H -0.7520 2.0989 0.6326 -2.5782 -1.4477 -0.6822 0.263
```
Positions in Å, forces in eV/Å.

Charge   +1
Total energy   -8771.057 eV
Frontier orbital gap   9.09 eV
ΔE to the lowest compared entry with this formula, charge and spin   3.542 eV
SMILES string   C=NC[N+](=C)CN

=====

# 3
Formula: C4H8N2O
Source: OMol25
Level of theory: ωB97M-V with the def2-TZVPD basis set

```
15
Properties=species:S:1:pos:R:3:forces:R:3:mulliken_charge:R:1
C 1.0702 -1.4268 1.2107 1.9364 -1.4620 -0.2190 -1.033
C -0.3269 -0.9907 1.0335 0.8383 2.6632 -0.2431 0.429
C -1.1114 -0.3791 1.9759 0.4894 -0.5820 0.3723 -0.242
N -2.2614 0.2273 1.3893 -1.3869 -4.5888 -0.8941 -0.607
C -2.2817 -0.4125 0.1775 2.7509 3.0619 -0.5152 0.020
N -0.9553 -0.7118 -0.2000 -1.1525 -2.0799 1.5912 -0.200
H 1.8403 -0.8573 0.6493 -0.6577 0.3053 0.3485 0.257
H 1.2524 -2.4343 0.7919 -0.3751 0.1099 0.1335 0.283
H 1.4613 -1.5217 2.2615 -0.9029 0.4782 -0.8486 0.274
H -0.8739 -0.6021 3.0776 -0.8554 1.3116 -1.7126 0.269
H -2.8984 -0.7396 -0.6944 -0.8497 1.7052 1.2998 0.308
H -0.6432 -0.5000 -1.1494 0.1652 -0.9263 0.6825 0.243
H 2.5450 3.0349 -3.9327 -1.3291 0.6734 1.0625 0.327
H 1.2991 3.5750 -2.8808 2.1125 -0.2487 -2.2898 0.333
O 1.8839 3.7387 -3.7098 -0.7834 -0.4210 1.2323 -0.661
```
Positions in Å, forces in eV/Å.

Total energy   -9302.690 eV
Frontier orbital gap   8.62 eV
ΔE to the lowest compared entry with this formula, charge and spin   3.703 eV
SMILES string   Cc1cnc[nH]1.O

=====

# 4
Formula: C3H6N2OS
Source: OMol25
Level of theory: ωB97M-V with the def2-TZVPD basis set

```
13
Properties=species:S:1:pos:R:3:forces:R:3:mulliken_charge:R:1
C -0.8829 0.0838 0.0626 -1.4472 -1.6044 -0.9959 0.646
C 1.3404 0.2180 -0.5805 -2.0292 -1.7676 2.4674 0.123
C -2.2540 -0.5387 0.2641 -0.2951 4.5661 -1.5951 -0.898
N -0.4497 1.1335 0.5943 -0.4568 0.8218 0.6526 -0.535
N 0.9045 1.2919 0.2506 0.2413 0.6826 0.8873 -0.248
O -0.1146 -0.6590 -0.7484 3.1360 2.0187 0.3727 -0.450
S 2.5309 -0.7488 0.3804 0.8799 0.0965 -1.9873 -0.232
H 1.5719 0.5209 -1.5559 0.4707 -0.1343 -1.3827 0.313
H -2.0356 -1.4560 0.6338 0.0378 -2.8110 1.7723 0.285
H -2.7172 -0.7167 -0.7500 0.2246 0.5120 1.1486 0.264
H -2.8000 0.2315 0.9173 0.3328 -1.7665 -0.9022 0.280
H 1.4141 1.4086 1.1575 -0.3962 -0.3897 -1.3853 0.301
H 3.4923 -0.7689 -0.6257 -0.6986 -0.2241 0.9476 0.151
```
Positions in Å, forces in eV/Å.

Total energy   -19068.976 eV
Frontier orbital gap   9.19 eV
ΔE to the lowest compared entry with this formula, charge and spin   3.191 eV
SMILES string   CC1=NN[C@@H](S)O1

=====

# 5
Formula: C9H10NS2
Source: OMol25
Level of theory: ωB97M-V with the def2-TZVPD basis set

```
22
Properties=species:S:1:pos:R:3:forces:R:3:mulliken_charge:R:1
C -0.6972 -1.8849 -2.6106 -2.1924 -1.4973 -3.3725 -0.401
C -0.0641 -2.4793 -1.5698 0.6022 3.7384 1.8357 -0.681
C -1.2242 -0.5895 -2.6339 0.8637 0.7811 1.2049 -0.523
C -0.1311 -0.2959 -0.5824 0.7976 2.1801 3.5737 0.176
C 0.2904 -1.6000 -0.5213 -0.2257 -0.0578 0.8116 0.503
C -0.9384 0.3213 -1.5593 0.9469 -1.2114 -0.0326 -0.018
C 0.1140 0.7617 1.0950 0.1036 2.1854 0.9017 -0.102
C -1.2555 0.7536 1.8447 0.3661 -0.6916 -2.2137 -0.991
C 2.2083 2.1024 1.5538 0.6854 -2.2376 0.2933 -0.852
N 0.9382 1.5493 1.7837 -3.4033 -3.0310 -1.1034 -0.461
S 1.1679 -2.1675 0.9670 -0.8757 1.2841 0.2280 -0.323
S -1.3324 1.9769 -1.4489 -0.3887 0.2740 -0.3421 -0.494
H -0.9128 -2.6347 -3.4884 0.2447 1.7743 1.3762 0.151
H 0.3179 -3.4093 -1.5460 0.8937 -3.2192 -0.2694 0.519
H -1.7600 -0.0884 -3.4176 -0.2164 -0.5647 -0.6751 0.356
H 0.7162 -1.0654 1.7684 0.7690 -1.6191 -1.0166 0.244
H -2.0963 0.8901 1.1798 0.0226 0.9987 -0.6688 0.309
H -1.3384 1.3654 2.7035 0.3703 0.8424 0.6235 0.406
H -1.5379 -0.2175 2.1023 0.1515 -2.1978 0.9776 0.306
H 2.8560 1.4044 1.0437 0.7127 -0.3424 -0.1395 0.293
H 1.9912 2.8272 0.8696 0.0884 2.6748 -1.7634 0.354
H 2.6882 2.4800 2.4665 -0.3163 -0.0633 -0.2290 0.228
```
Positions in Å, forces in eV/Å.

Charge   -1
Total energy   -32653.370 eV
Frontier orbital gap   6.26 eV
ΔE to the lowest compared entry with this formula, charge and spin   0.000 eV

=====

Number 1: E_HOMO -8.72 eV. Number 2: E_HOMO -13.51 eV. Number 3: E_HOMO -8.31 eV. Number 4: E_HOMO -8.60 eV. Number 5: E_HOMO -3.19 eV.